i:
Here is the ion C3H5O5S with charge -1 from OMol25. Energies are from the ωB97M-V functional and the def2-TZVPD basis.

Structure (ORCA input):
```
! RIJCOSX wB97M-V def2-TZVPD def2/J DEFGRID3
* xyz -1 1
O 2.3614 0.0293 1.2231
S 2.0229 -0.6788 0.0025
O 1.2777 -1.9009 0.2203
O 3.0499 -0.7422 -0.9955
O 0.9244 0.3244 -0.7407
C 0.0688 1.0492 0.0834
C -1.4047 0.7654 -0.2283
C -1.9821 -0.6864 0.1762
O -1.6291 -0.0589 -1.2443
H 0.2439 0.8076 1.1289
H 0.2132 2.1187 -0.0864
H -2.0836 1.5964 -0.0286
H -1.0146 -0.9129 0.6741
H -2.0483 -1.7108 -0.1848
*
```

HOMO level (Ha): -0.1974
Frontier orbital gap (eV): 9.1
E_LUMO (eV): 3.7773
SMILES string: O=S(=O)([O-])OC[C@@H]1CO1

ii:
Here is a cluster of 2 separate species, C3H5O5S in total from OMol25. Energies are from the ωB97M-V functional and the def2-TZVPD basis.

Structure (ORCA input):
```
! RIJCOSX wB97M-V def2-TZVPD def2/J DEFGRID3
* xyz -1 1
C -0.1066 -0.1021 -0.8001
C 0.6159 -1.7324 1.0331
C -0.4431 -1.2696 0.0772
O -1.1446 0.2555 -1.5868
O 1.0337 0.3000 -0.9966
O -1.5667 -1.7741 -0.0090
O 0.9576 3.0460 -0.4987
O -0.4283 2.9629 -0.0798
S -0.7622 1.8805 1.1116
H 1.5740 -1.7932 0.5266
H 0.3431 -2.6942 1.4620
H 0.7031 -0.9872 1.8214
H -1.9179 -0.2311 -1.2417
H 1.1421 2.1392 -0.8192
*
```

HOMO level (spin up / spin down) (Ha): -0.1000 / -0.1000
Frontier orbital gap (spin up / spin down) (eV): 6.1 / 6.1
E_LUMO (spin up / spin down) (eV): 3.3342 / 3.3349

Most stable: ii

i:
Here is a structure of composition C48H57N6OSSnTe from OMol25. Energies are from the ωB97M-V functional and the def2-TZVPD basis.

Structure (ORCA input):
```
! RIJCOSX wB97M-V def2-TZVPD def2/J DEFGRID3
* xyz 1 1
Sn -0.1688 0.0382 -0.5885
C 2.6878 6.6020 -1.6582
C 1.4189 5.9300 -1.1179
C 1.4437 4.4542 -1.3722
C 1.0109 3.7735 -2.4883
C 0.2357 4.3374 -3.6300
C -1.2714 4.3217 -3.3286
C 1.1911 2.3583 -2.2504
C 0.5304 1.2739 -2.7293
C 2.6467 1.1614 -0.6070
C 4.0132 1.0771 -0.2981
C 5.0403 2.1638 -0.4161
C 5.7738 2.1096 -1.7607
C 4.2205 -0.2583 0.0628
C 2.9562 -0.8954 0.0187
C 2.5711 -2.0836 0.6873
C 1.3824 -2.1739 1.3724
N 0.5532 -1.0641 1.4156
C -0.0520 -1.0699 2.5797
C -0.6535 0.2034 3.0559
C 0.2185 1.3953 2.8388
N 0.6974 1.7506 1.6746
C 1.4737 2.8906 1.9089
C 2.0799 3.6626 0.9770
C 1.9348 3.4808 -0.4497
N 1.8944 2.2733 -1.0234
C 1.4298 3.2296 3.3452
C 0.6324 2.3054 3.9200
C 0.2078 2.2306 5.3523
C -1.1199 2.9690 5.5689
C 2.1313 4.3756 3.9964
C 3.6287 4.0950 4.1861
C 0.2183 -2.2891 3.3018
C 1.0957 -3.0060 2.5210
C 1.6662 -4.3701 2.7457
C 2.9490 -4.3865 3.5877
C -0.3227 -2.6614 4.6476
C 0.5451 -2.1341 5.7973
N 2.0323 -0.0050 -0.4548
C 5.4894 -0.8721 0.5681
C 5.5452 -0.8471 2.1028
H 2.6747 7.6695 -1.4399
H 2.7678 6.4647 -2.7366
H 3.5775 6.1675 -1.1995
H 0.5424 6.3779 -1.5883
H 1.3472 6.1153 -0.0449
H 0.4370 3.7570 -4.5313
H 0.5539 5.3641 -3.8161
H -1.6257 3.2967 -3.2212
H -1.8260 4.7981 -4.1364
H -1.4811 4.8550 -2.4010
H -0.0014 1.4865 -3.6603
H 5.7600 2.0643 0.4001
H 4.5631 3.1400 -0.3078
H 6.2608 1.1435 -1.8945
H 6.5314 2.8923 -1.8186
H 5.0720 2.2496 -2.5843
H 3.3303 -2.8352 0.8757
H -0.9789 0.1437 4.0912
H 2.5312 4.5875 1.3151
H 0.9835 2.6709 5.9798
H 0.0998 1.1882 5.6598
H -1.0244 4.0126 5.2675
H -1.4093 2.9386 6.6193
H -1.9162 2.5165 4.9743
H 1.6789 4.5643 4.9702
H 1.9974 5.2805 3.3987
H 3.7718 3.2452 4.8540
H 4.1283 4.9595 4.6227
H 4.1060 3.8615 3.2336
H 1.8787 -4.8209 1.7743
H 0.9173 -4.9939 3.2390
H 3.7279 -3.7768 3.1279
H 3.3212 -5.4068 3.6818
H 2.7658 -4.0046 4.5912
H -0.3830 -3.7499 4.7174
H -1.3356 -2.2710 4.7551
H 1.5369 -2.5840 5.7681
H 0.0905 -2.3698 6.7599
H 0.6697 -1.0519 5.7274
H 6.3465 -0.3239 0.1741
H 5.5594 -1.9032 0.2142
H 5.5296 0.1806 2.4680
H 6.4526 -1.3303 2.4674
H 4.6833 -1.3646 2.5267
C -3.9293 -0.9373 -3.8360
C -3.2932 -1.4979 -2.5907
O -3.2590 -0.8812 -1.5362
N -2.7653 -2.7335 -2.7199
C -1.9513 -3.4040 -1.7130
C -0.4724 -3.3549 -2.0497
C 0.1404 -4.5315 -2.4615
C 1.4676 -4.5221 -2.8604
C 2.1415 -3.3158 -2.8685
C 1.4710 -2.1864 -2.4354
N 0.2069 -2.1949 -2.0060
H -4.4324 -0.0065 -3.5920
H -4.6399 -1.6371 -4.2745
H -3.1486 -0.7305 -4.5710
H -2.8250 -3.1752 -3.6219
H -2.2635 -4.4468 -1.6853
H -2.1458 -2.9483 -0.7413
H -0.4281 -5.4520 -2.4718
H 1.9534 -5.4383 -3.1681
H 3.1725 -3.2470 -3.1848
H 1.9634 -1.2233 -2.4151
Te -2.4485 0.8249 1.9188
C -3.7886 0.3751 3.4790
C -4.6764 1.2120 4.0919
C -5.4801 0.5549 5.0607
C -5.1938 -0.7696 5.1636
S -3.9547 -1.2371 4.0769
H -4.7541 2.2647 3.8592
H -6.2280 1.0557 5.6576
H -5.6391 -1.5067 5.8127
*
```

HOMO level (Ha): -0.3424
Frontier orbital gap (eV): 5.5
E_LUMO (eV): -3.8311

ii:
Here is a structure of composition C48H57N6OSSnTe from OMol25. Energies are from the ωB97M-V functional and the def2-TZVPD basis.

Structure (ORCA input):
```
! RIJCOSX wB97M-V def2-TZVPD def2/J DEFGRID3
* xyz 1 1
Sn -0.9829 -1.1855 -0.9545
C -3.8469 1.1194 1.2181
C -3.3526 2.3957 0.5313
C -2.5665 2.0807 -0.6940
C -3.0643 1.9776 -1.9607
C -4.4271 2.2078 -2.4970
C -4.3963 2.9474 -3.8310
C -1.8234 1.6919 -2.7153
C -0.9227 2.9122 -2.8687
C -0.4420 3.0189 -1.6395
C 0.6054 3.5467 -0.7155
C 1.5246 4.5916 -1.3365
C 2.4822 5.3101 -0.3813
C -0.1109 3.8506 0.6306
C -0.4259 2.6453 1.2108
C -0.7013 2.0461 2.4688
C -0.4921 0.6860 2.6475
N -0.2014 -0.1860 1.6284
C 0.6454 -1.0962 2.1097
C 1.6889 -1.6660 1.3249
C 2.0793 -1.0831 0.1277
N 1.2114 -0.1734 -0.3988
C 1.8861 0.8888 -0.7924
C 1.1764 2.1122 -0.2614
C -1.0381 1.8492 -0.8580
N -1.1603 0.8087 -1.8627
C 3.3030 0.5447 -0.8693
C 3.4230 -0.6987 -0.2952
C 4.6550 -1.4873 -0.0113
C 5.1023 -2.3210 -1.2149
C 4.3975 1.3290 -1.5198
C 4.7225 2.6588 -0.8459
C 0.6505 -1.0249 3.5740
C -0.0920 0.0682 3.9119
C -0.3278 0.6496 5.2642
C 0.8020 1.5895 5.6979
C 1.3153 -2.0142 4.4672
C 0.5080 -3.3158 4.5460
N -0.1223 1.6511 0.2318
C -0.4743 5.2272 1.0499
C -1.0432 5.3457 2.4565
H -4.4442 1.3760 2.0896
H -2.9999 0.5174 1.5388
H -4.4530 0.5339 0.5296
H -2.7579 2.9821 1.2318
H -4.2180 2.9973 0.2407
H -5.0304 2.7565 -1.7699
H -4.8949 1.2257 -2.6361
H -4.0519 3.9710 -3.6976
H -5.3899 2.9734 -4.2696
H -3.7202 2.4462 -4.5197
H -0.8073 3.4951 -3.7589
H 0.8975 5.3348 -1.8350
H 2.0911 4.0812 -2.1211
H 2.0224 6.1933 0.0505
H 3.3624 5.6482 -0.9205
H 2.7986 4.6623 0.4342
H -0.8903 2.6549 3.3383
H 2.4021 -2.2914 1.8462
H 1.8193 2.3307 0.6048
H 4.4502 -2.1659 0.8195
H 5.4684 -0.8209 0.2822
H 4.3541 -3.0757 -1.4416
H 6.0421 -2.8180 -0.9859
H 5.2463 -1.6966 -2.0940
H 4.1085 1.5303 -2.5576
H 5.2963 0.7104 -1.5404
H 3.8715 3.3230 -0.8961
H 5.5563 3.1344 -1.3563
H 4.9971 2.5123 0.1954
H -0.4004 -0.1631 5.9889
H -1.2768 1.1913 5.2690
H 1.7380 1.0462 5.7998
H 0.5606 2.0381 6.6572
H 0.9491 2.3862 4.9733
H 1.4219 -1.5942 5.4679
H 2.3175 -2.2371 4.0926
H -0.4912 -3.1217 4.9307
H 1.0024 -4.0178 5.2125
H 0.4155 -3.7791 3.5648
H -1.2125 5.6011 0.3298
H 0.3893 5.8837 0.9670
H -1.9552 4.7657 2.5556
H -1.2758 6.3870 2.6651
H -0.3250 5.0071 3.1998
C -0.8521 -2.9167 -5.2622
C -0.0557 -2.6519 -4.0165
O -0.2971 -1.7034 -3.2799
N 0.9638 -3.4924 -3.7981
C 1.8271 -3.3970 -2.6402
C 1.3270 -4.2842 -1.5283
C 1.8511 -5.5568 -1.3349
C 1.3125 -6.3579 -0.3411
C 0.2777 -5.8537 0.4309
C -0.1680 -4.5679 0.1718
N 0.3369 -3.8056 -0.7838
H -1.8134 -2.4219 -5.1674
H -0.9977 -3.9805 -5.4224
H -0.3315 -2.5012 -6.1225
H 1.0814 -4.2925 -4.4008
H 1.8159 -2.3580 -2.3026
H 2.8358 -3.6918 -2.9359
H 2.6674 -5.9078 -1.9487
H 1.6943 -7.3546 -0.1786
H -0.1706 -6.4441 1.2123
H -0.9678 -4.1198 0.7483
Te -3.6647 -1.5313 -2.1026
C -4.4005 -3.2673 -1.2072
C -5.6524 -3.4843 -0.7140
C -5.8406 -4.7850 -0.2095
C -4.7292 -5.5560 -0.3230
S -3.4340 -4.7003 -1.0610
H -6.4173 -2.7273 -0.7271
H -6.7626 -5.1305 0.2214
H -4.5854 -6.5755 -0.0288
*
```

HOMO level (spin up / spin down) (Ha): -0.3039 / -0.3039
Frontier orbital gap (spin up / spin down) (eV): 4.3 / 4.3
E_LUMO (spin up / spin down) (eV): -3.9908 / -3.9878

Most stable: i

i:
Here is the ion C9H14N3 with charge +1 from OMol25. Energies are from the ωB97M-V functional and the def2-TZVPD basis.

Structure (ORCA input):
```
! RIJCOSX wB97M-V def2-TZVPD def2/J DEFGRID3
* xyz 1 1
C 1.3878 0.0489 -1.2507
C 0.4275 -0.6253 -0.4644
C -0.7769 0.0117 -0.4338
C -1.9316 -0.2880 0.2999
C -1.6908 -1.1789 1.2766
C 0.6478 -1.8316 0.4149
C -0.3864 -1.8694 1.5237
C 0.1771 -1.0543 2.7564
C 1.4066 2.2162 -2.5653
N 0.8341 1.1189 -1.7652
N -0.5973 1.1124 -1.3885
N -1.4284 2.1226 -1.8216
H 2.4054 -0.2025 -1.3176
H -2.8419 0.2463 0.2302
H -2.4712 -1.4526 2.0104
H 0.4534 -2.7124 -0.2775
H 1.5772 -2.0005 0.8232
H -0.3912 -2.9122 1.8150
H 0.7562 -0.1931 2.4450
H 0.9018 -1.5771 3.2969
H -0.5182 -0.8839 3.4886
H 1.0331 2.1122 -3.6882
H 0.9862 3.0629 -2.1177
H 2.4665 2.2782 -2.3127
H -1.7124 2.7499 -1.1692
H -2.1830 1.7683 -2.2584
*
```

HOMO level (Ha): -0.4563
Frontier orbital gap (eV): 8.7
E_LUMO (eV): -3.7078
SMILES string: C[C@H]1C=Cc2c(cn(C)[n+]2N)C1

ii:
Here is the ion C9H14N3 with charge +1 from OMol25. Energies are from the ωB97M-V functional and the def2-TZVPD basis.

Structure (ORCA input):
```
! RIJCOSX wB97M-V def2-TZVPD def2/J DEFGRID3
* xyz 1 1
C 0.1897 -0.5325 -2.0762
C -0.5995 -0.8052 -1.0882
C -1.7690 -0.3914 2.1425
C 1.5851 -0.0755 -1.9847
C -0.5134 -1.8623 1.2288
C 1.0323 0.4720 0.3151
C -0.2924 -0.5639 0.4016
C -2.6267 0.4127 3.0816
C 1.5358 1.3665 -2.4755
N -1.3455 -1.6317 2.1887
N -1.2468 0.2819 1.1119
N 2.1102 -0.0563 -0.6347
H -0.2107 -0.5848 -3.0837
H -1.6695 -1.0228 -1.5014
H 2.2185 -0.6703 -2.5039
H 0.0797 -2.7805 1.1598
H 1.3542 0.4160 1.3528
H -2.0487 0.5879 4.0989
H -3.5213 -0.0859 3.3558
H -2.8626 1.3700 2.7278
H 1.3064 1.4958 -3.5689
H 2.5607 1.9096 -2.2607
H 0.7876 1.9159 -1.9456
H -1.4159 1.2219 0.9226
H 2.5862 -0.9723 -0.4251
H 2.7756 0.5853 -0.5393
*
```

HOMO level (Ha): -0.4204
Frontier orbital gap (eV): 6.8
E_LUMO (eV): -4.6081

Most stable: i

i:
Here is a cluster of 3 separate species, CH3BrO3S in total from OMol25. Energies are from the ωB97M-V functional and the def2-TZVPD basis.

Structure (ORCA input):
```
! RIJCOSX wB97M-V def2-TZVPD def2/J DEFGRID3
* xyz 0 1
C 0.7502 0.7853 -0.6531
O 1.0747 -1.3164 2.5997
O -0.9652 -2.4604 2.4385
O 1.1730 -0.3251 -0.4588
S 0.4529 -2.5126 2.1489
Br -2.0913 0.4031 2.5659
H -1.6748 -0.9948 2.6648
H 0.0449 1.3195 -0.0728
H 0.9055 1.3505 -1.5357
*
```

HOMO level (Ha): -0.3778
Frontier orbital gap (eV): 8.6
E_LUMO (eV): -1.6684

ii:
Here is a cluster of 2 separate species, CH3BrO3S in total from OMol25. Energies are from the ωB97M-V functional and the def2-TZVPD basis.

Structure (ORCA input):
```
! RIJCOSX wB97M-V def2-TZVPD def2/J DEFGRID3
* xyz 0 1
C 0.5394 0.3092 0.4902
O -0.2201 -1.0200 -2.9440
O -0.7393 -2.0051 -0.7080
O 0.4953 0.1381 -0.9162
S -0.5285 -0.8411 -1.5747
Br -1.3082 2.4072 3.3217
H 0.0605 1.2661 0.7546
H 1.5166 0.4778 0.7050
H 0.1845 -0.7322 0.8714
*
```

HOMO level (spin up / spin down) (Ha): -0.4344 / -0.3607
Frontier orbital gap (spin up / spin down) (eV): 9.8 / 5.7
E_LUMO (spin up / spin down) (eV): -1.9724 / -4.1113

Most stable: i